21
Properties=species:S:1:pos:R:3:forces:R:3 method="wB97M-V/def2-TZVPD" de_lowest_kcal_mol=59.8 energy_ev=-12451.8505 lumo_energy_ev="3.88 / 3.82" homo_lumo_gap_ev="3.79 / 7.71" spin_multiplicity=2 charge=-1 largest_force_ev_per_a=5.6
O 0.1870 -2.9726 1.0414 -0.083 -5.397 -1.631
C 0.0034 -1.8939 1.5542 -0.355 3.972 1.799
C 0.8496 -0.8174 0.9572 0.651 -1.103 -0.387
C 0.5722 0.5533 1.4886 -1.105 -0.164 0.184
C -0.5530 1.2518 0.6465 -2.749 0.071 2.845
N -0.0320 1.6902 -2.9006 -3.870 1.495 0.510
C -0.7706 2.0119 -1.8807 3.493 -2.634 2.234
N -0.2276 2.0563 -0.4709 2.965 1.708 -3.708
H -0.8378 -1.6480 2.2461 0.102 0.113 -0.243
H 1.9106 -1.2367 1.0930 -1.032 1.028 -0.452
H 0.6000 -0.8790 -0.1593 0.690 0.471 0.708
H 1.4671 1.1554 1.4157 0.286 0.529 0.482
H 0.2154 0.3829 2.5966 0.705 0.792 -1.939
H -1.2615 0.4814 0.2448 0.270 0.381 1.089
H -1.0667 1.9661 1.4543 0.365 -1.542 -1.581
H 0.8896 1.3621 -2.7732 1.204 0.018 0.977
H -1.8595 2.0548 -1.8750 0.214 0.433 -0.536
H 0.8248 2.1879 -0.5132 -1.784 -0.177 -0.259
H -0.5141 -3.1661 -0.8361 0.760 1.128 -0.041
H 0.0521 -1.8438 -1.6284 -0.681 -1.508 0.586
O -0.4487 -2.6965 -1.7008 -0.047 0.385 -0.638